[1]
Density functional theory data (wB97M-V/def2-TZVPD) for an isolated ion of composition C9H9O and charge +1 in a non-equilibrium geometry.

Geometry (Å):
C  -3.07  0.82  0.15
C  -1.80  1.14  -0.01
C  0.76  -1.29  -0.15
C  2.11  -1.47  0.05
C  -3.44  -0.57  0.10
C  -0.68  0.51  -0.20
C  0.55  0.16  -0.25
C  2.90  -0.20  0.17
C  1.83  0.94  -0.16
O  -2.72  -1.47  -0.18
H  -3.83  1.59  0.15
H  -1.47  2.28  -0.16
H  -0.02  -2.01  -0.42
H  2.62  -2.34  -0.03
H  -4.45  -0.85  0.28
H  3.19  0.05  1.21
H  3.86  -0.40  -0.44
H  2.07  1.69  -0.90
H  1.60  1.46  0.81

Summary:
- Total charge: +1
- E_HOMO: -13.1 eV
- E: -11514.2921 eV
- Energy relative to the best compared isomer or geometry (same formula, charge and spin): 317.8 kJ/mol

***

[2]
Density functional theory data (wB97M-V/def2-TZVPD) for a 2-piece molecular cluster, C9H9O2P overall in a non-equilibrium geometry.

Geometry (Å):
C  -1.94  -1.36  -2.10
C  2.13  2.82  0.07
C  -0.96  -0.47  -1.67
C  1.94  1.64  0.81
C  -1.69  -2.49  -1.35
C  1.41  2.59  -1.05
C  -0.12  -1.11  -0.72
C  1.12  0.77  0.12
C  0.78  -0.58  0.23
O  -0.59  -2.36  -0.54
O  0.95  1.38  -1.13
P  -1.80  -0.42  2.41
H  -2.73  -1.06  -2.70
H  2.57  3.73  0.17
H  -0.97  0.61  -1.89
H  2.13  1.58  1.88
H  -2.29  -3.34  -1.43
H  1.23  3.21  -1.92
H  1.28  -1.26  0.90
H  -1.26  0.55  1.57
H  -2.99  -0.53  1.69

Summary:
- E_HOMO (spin up / spin down): -6.7 / -8.3 eV
- E: -22857.5805 eV
- Energy relative to the best compared isomer or geometry (same formula, charge and spin): 0.0 kJ/mol
- Spin multiplicity: 3

***

[3]
Density functional theory data (wB97M-V/def2-TZVPD) for C9H9O3 as an isolated structure in a non-equilibrium geometry.

Geometry (Å):
C  2.09  -0.09  -1.60
C  2.84  0.88  -1.00
C  0.86  -0.11  -0.90
C  0.99  0.83  0.06
C  -1.64  2.02  0.52
C  -0.46  -0.80  -0.98
C  -0.81  0.76  0.98
C  -1.17  -0.59  0.39
C  -0.81  -1.73  1.34
O  -1.59  2.97  1.31
O  -2.27  1.89  -0.54
O  2.17  1.45  0.03
H  2.39  -0.69  -2.44
H  3.83  1.25  -1.20
H  -1.06  -0.32  -1.76
H  -0.37  -1.86  -1.21
H  -0.57  0.77  2.04
H  -2.25  -0.59  0.21
H  0.26  -1.75  1.51
H  -1.13  -2.69  0.93
H  -1.31  -1.59  2.30

Summary:
- Total charge: -1
- E_HOMO: -4.3 eV
- E: -15620.7632 eV
- Energy relative to the best compared isomer or geometry (same formula, charge and spin): 0.0 kJ/mol

***

[4]
Density functional theory data (wB97M-V/def2-TZVPD) for an isolated ion of composition C9H9O3 and charge -1 in a non-equilibrium geometry.

Geometry (Å):
C  0.70  0.43  -0.62
C  0.34  1.64  0.13
C  1.96  0.09  -0.82
C  -0.87  2.07  0.45
C  -3.87  0.16  -0.09
C  -0.37  -1.64  0.16
C  -1.64  -1.18  0.70
C  -0.23  -0.62  -1.03
C  -2.35  -0.39  -0.07
O  -4.68  -0.56  -0.57
O  -3.93  1.34  0.23
O  -1.58  -0.16  -1.21
H  2.15  -0.91  -1.09
H  2.78  0.67  -0.39
H  -0.90  3.10  0.95
H  -1.80  1.69  0.15
H  0.49  -1.65  0.83
H  -0.47  -2.66  -0.22
H  -1.87  -1.38  1.75
H  1.25  1.98  0.61
H  0.04  -1.01  -2.11

Summary:
- Total charge: -1
- E_HOMO: -4.2 eV
- E: -15619.7882 eV
- Structure (SMILES): C=CC(=C)[C@H]1CC=C(C(=O)[O-])O1
- Energy relative to the best compared isomer or geometry (same formula, charge and spin): 94.1 kJ/mol

***

[5]
Density functional theory data (wB97M-V/def2-TZVPD) for CBr2N2O as an isolated structure in a non-equilibrium geometry.

Geometry (Å):
C  2.26  0.58  -0.44
N  -0.85  -0.47  -0.19
N  -1.96  -0.55  -0.19
O  -3.11  -0.70  -0.09
Br  2.19  -0.90  0.52
Br  1.47  2.03  0.40

Summary:
- E_HOMO: -9.0 eV
- E: -146144.4020 eV
- Energy relative to the best compared isomer or geometry (same formula, charge and spin): 167.4 kJ/mol

***

[6]
Density functional theory data (wB97M-V/def2-TZVPD) for one molecule with the formula CBr2N2O in a non-equilibrium geometry.

Geometry (Å):
C  0.82  -0.18  -0.13
N  -0.42  -0.45  0.00
N  -1.54  0.22  0.44
O  -2.41  0.58  -0.24
Br  1.47  1.52  -0.04
Br  2.08  -1.68  -0.05

Summary:
- E_HOMO: -9.7 eV
- E: -146145.6916 eV
- Structure (SMILES): O=NN=C(Br)Br
- Energy relative to the best compared isomer or geometry (same formula, charge and spin): 43.0 kJ/mol